A 12-piece molecular cluster, C36H66F7O41P5 overall, computed with ωB97M-V/def2-TZVPD.

XYZ file:
```
155
Properties=species:S:1:pos:R:3:forces:R:3:mulliken_charge:R:1
O -3.128812 -6.419835 1.398556 -0.20 0.18 0.15 -0.53
C -3.309929 -5.362890 1.914034 0.64 -0.97 -0.64 0.63
O -4.460444 -4.884076 2.342750 -1.13 0.54 0.36 -0.39
C -4.270654 -3.613807 2.968683 0.39 -0.30 1.20 -0.52
C -2.785768 -3.323894 2.706177 -1.43 1.97 -0.95 1.44
F -2.155852 -2.930806 3.854083 0.31 -0.81 0.12 -0.37
O -2.303080 -4.476023 2.111031 0.56 0.27 0.70 -0.20
H -4.997835 -2.851662 2.699798 0.21 -0.15 -0.96 0.21
H -4.428681 -3.692371 4.049445 0.21 -0.46 0.01 0.33
H -2.684550 -2.486463 2.014152 0.33 -0.12 -0.05 -0.59
O -4.955210 -0.731959 -7.147468 0.01 0.13 -0.10 -0.54
C -4.316488 -0.945379 -6.173996 -0.95 -0.91 0.00 0.49
O -4.704321 -1.760582 -5.160578 -0.03 0.07 0.20 -0.43
C -3.804670 -1.547729 -4.058309 -0.24 0.59 -0.43 0.51
C -2.568464 -1.015075 -4.762772 -0.06 -0.27 1.35 1.43
F -1.702654 -2.055759 -5.022263 -0.02 0.05 -0.68 -0.36
O -3.110447 -0.440219 -5.907220 1.45 0.41 -0.28 -0.38
H -4.207554 -0.726603 -3.463554 0.03 -0.17 0.26 -0.61
H -3.694937 -2.456180 -3.479251 0.16 -0.02 -0.06 0.44
H -1.992385 -0.293995 -4.189409 -0.22 0.17 -0.18 -0.47
O -5.608088 1.959675 -2.474296 -0.18 0.00 -0.71 -0.44
C -5.429392 3.016825 -1.977547 0.09 0.27 1.01 0.14
O -4.519737 3.227945 -0.998503 -0.28 0.34 -0.59 0.19
C -4.847386 4.469356 -0.373553 -0.03 -0.19 0.66 0.37
C -5.648742 5.200194 -1.430766 0.24 0.32 0.74 0.28
F -4.857735 6.018161 -2.187302 -0.01 -0.30 -0.25 -0.29
O -6.176944 4.147185 -2.179577 0.21 -0.28 -0.55 -0.36
H -5.489337 4.224987 0.477109 -0.01 0.21 0.04 0.34
H -3.948700 4.954171 -0.007691 -0.02 0.05 -0.34 -0.61
H -6.443845 5.822198 -1.022672 -0.14 -0.16 -0.17 0.35
O 4.450175 -4.496670 -4.734680 0.13 0.07 0.25 -0.57
C 3.541496 -4.361335 -3.980378 0.08 -0.20 -0.71 0.58
O 2.257357 -4.355240 -4.332116 -0.61 -0.04 -0.39 -0.37
C 1.472769 -3.928816 -3.227896 0.30 0.57 0.74 0.31
C 2.402738 -4.238726 -2.041126 -1.38 0.10 -1.54 1.52
F 2.151283 -5.534844 -1.656733 0.23 -0.19 0.50 -0.38
O 3.667250 -4.203361 -2.644903 0.16 0.27 1.30 -0.28
H 1.302125 -2.853128 -3.304811 0.09 -0.01 -0.02 -0.41
H 0.512789 -4.430573 -3.144831 0.17 -0.35 -0.27 0.44
H 2.207896 -3.562129 -1.212974 0.90 -0.09 0.21 -0.76
O -0.033263 1.648024 -7.059655 0.14 -0.28 0.17 -0.56
C 0.453951 1.144573 -6.100610 -0.19 0.24 -0.63 0.51
O -0.113562 1.112513 -4.888982 -0.43 -0.47 0.28 -0.55
C 0.776970 0.555542 -3.901474 0.55 1.80 -0.56 1.41
C 2.054157 0.333695 -4.742028 -0.67 -0.89 0.57 0.62
F 2.393386 -0.986239 -4.600123 0.35 0.14 -0.62 -0.24
O 1.687013 0.561366 -6.077514 -0.14 0.28 0.42 -0.40
H 0.916770 1.373885 -3.193093 0.18 -0.34 0.29 -0.42
H 0.366156 -0.305071 -3.384157 0.06 -0.21 -0.36 -0.60
H 2.895199 0.986741 -4.500533 0.10 -0.35 0.16 0.28
O -4.048846 -2.902275 -0.218134 -0.25 -0.23 0.91 -0.45
C -4.906661 -2.088848 -0.366563 1.31 -0.39 -2.16 0.73
O -5.622191 -2.019466 -1.505408 -0.89 -0.90 0.32 -0.39
C -6.335596 -0.799416 -1.551872 0.35 0.96 0.28 0.02
C -6.230900 -0.296841 -0.111872 0.20 0.74 -0.63 0.61
F -7.337822 -0.553306 0.643292 -0.04 -0.73 0.09 -0.36
O -5.098455 -1.010426 0.392747 -1.43 1.03 0.78 -0.34
H -5.781971 -0.171495 -2.251700 -0.22 0.25 0.39 -0.07
H -7.376203 -0.792130 -1.874678 0.03 -0.88 0.03 0.37
H -6.149526 0.789688 -0.052573 0.85 -0.18 0.09 -0.06
O -2.970086 3.920121 3.053513 0.26 0.37 0.30 -0.44
C -2.437663 4.559167 3.913252 -0.68 -0.79 -0.75 0.40
O -1.135238 4.519251 4.196725 0.53 0.24 0.20 -0.04
C -0.843976 5.565202 5.131012 1.23 -0.05 -0.14 -0.47
C -2.179221 5.877173 5.725851 -0.90 0.86 0.20 0.35
F -2.386407 7.224464 5.856926 0.17 -0.19 -0.24 -0.30
O -3.096520 5.384246 4.749281 0.28 0.23 0.85 -0.34
H -0.079897 5.261172 5.844868 -0.30 -0.48 0.07 0.29
H -0.383305 6.413719 4.620166 -0.49 0.14 -0.21 0.28
H -2.368886 5.473716 6.724379 -0.15 -0.33 -0.32 0.26
C 4.843638 2.043946 -1.063745 0.81 0.72 0.50 -0.74
O 3.831305 1.159975 -1.546388 0.50 -0.92 -0.06 0.06
P 4.234773 -0.345481 -1.919075 -0.07 0.81 0.37 -0.47
O 3.033570 -1.180725 -2.075895 0.60 0.01 0.12 0.98
O 5.158192 -0.076399 -3.181694 0.08 -0.17 0.31 -0.40
C 5.448006 -1.075021 -4.174865 -0.79 0.13 -0.85 -0.50
O 5.255776 -0.819140 -0.765379 -0.43 0.01 -0.96 -0.39
C 5.113820 -2.134355 -0.246196 0.29 -0.88 1.47 -0.23
H 4.724734 3.038340 -1.490168 -0.38 -0.11 -0.22 0.30
H 5.860113 1.730174 -1.306247 -0.13 -0.29 -0.22 0.30
H 4.803706 2.135322 0.022214 -0.29 -0.21 -0.07 0.11
H 6.410916 -0.903918 -4.649644 0.27 0.09 0.63 0.31
H 4.721100 -0.906475 -4.970833 -0.03 -0.36 0.03 0.17
H 5.337835 -2.094971 -3.812485 0.17 0.04 0.13 0.18
H 4.134101 -2.556897 -0.438787 -0.07 0.09 0.01 -0.26
H 5.290067 -2.095578 0.833442 -0.49 0.42 0.03 0.35
H 5.877695 -2.870307 -0.521067 0.08 0.52 -1.00 0.32
C 0.308658 3.707902 1.292457 0.45 -0.10 0.54 1.27
O 0.766579 4.700469 0.372561 -0.25 0.38 -1.37 -0.59
P -0.053762 4.976444 -0.970863 -0.10 -0.72 0.02 1.01
O 0.489473 6.018216 -1.837048 -0.05 0.10 0.52 -0.91
O -1.558533 5.191990 -0.438993 -0.29 -0.15 0.13 -0.21
C -1.861695 6.290723 0.397938 0.53 1.28 0.07 -0.89
O -0.199184 3.540934 -1.608421 0.22 0.47 0.36 0.07
C -1.206086 3.151948 -2.558584 0.39 -0.53 -0.02 -0.33
H 0.851328 2.772171 1.145904 0.12 0.15 -0.04 -0.97
H -0.749867 3.464889 1.214819 -0.04 0.38 -0.03 -0.33
H 0.574683 4.159361 2.246678 -0.29 -0.53 0.21 0.23
H -0.967055 6.692026 0.882981 0.10 -0.16 -0.01 0.35
H -2.565176 6.068580 1.199802 -0.07 -0.60 -0.19 0.20
H -2.263105 7.120428 -0.186740 -0.11 -0.12 -0.14 0.22
H -0.746250 3.025828 -3.538248 -0.02 0.20 0.05 0.18
H -2.036184 3.850289 -2.630717 0.00 0.05 0.22 0.45
H -1.497711 2.169397 -2.193768 -0.53 0.07 -0.30 -0.02
C 1.926524 -0.068503 3.852924 -0.12 -0.42 0.54 -0.70
O 1.945731 1.335535 3.578903 0.57 0.65 -0.23 0.54
P 3.372038 1.997493 3.291256 0.02 0.65 0.61 0.35
O 4.101329 1.554101 2.104825 0.00 -0.19 0.33 -0.58
O 2.984380 3.540373 3.307186 -0.89 -0.29 0.06 0.09
C 3.963086 4.539349 3.006220 0.73 -0.60 -0.32 -0.88
O 4.205127 1.828725 4.654220 -0.10 -0.45 -0.72 -0.33
C 3.581509 1.986353 5.930178 0.00 0.32 -0.05 -0.74
H 2.667376 -0.329580 4.613230 0.15 0.02 -0.20 0.41
H 2.083314 -0.658979 2.951389 0.05 0.04 0.11 0.06
H 0.956026 -0.287631 4.296251 -0.07 0.03 -0.27 0.26
H 3.650106 5.134938 2.151148 -0.30 0.05 0.17 0.22
H 4.887333 4.034232 2.713095 0.09 0.22 0.07 0.36
H 4.148331 5.140381 3.893799 -0.13 0.08 -0.06 0.25
H 4.065572 2.815692 6.446141 0.08 -0.12 0.04 0.29
H 3.719837 1.059573 6.484136 -0.07 0.07 0.08 0.28
H 2.523147 2.229675 5.828962 -0.02 -0.16 0.03 0.27
C 4.899603 -5.756626 1.084453 0.65 0.61 -1.23 -0.73
O 3.536762 -6.102781 1.295727 -0.66 0.38 0.44 -0.29
P 2.605243 -5.032388 2.059972 1.13 -0.55 0.46 0.27
O 2.494669 -3.722275 1.389617 0.17 -0.49 0.61 0.35
O 1.263338 -5.799741 2.325694 0.22 -0.10 0.05 -0.38
C 0.332798 -6.062994 1.275541 -0.41 -0.37 -1.08 -0.10
O 3.285407 -5.060991 3.519795 -0.26 0.92 -0.89 -0.41
C 3.470348 -6.305344 4.195752 -1.46 -0.55 0.04 -0.84
H 5.119914 -4.687868 1.156797 -0.49 0.10 0.19 0.17
H 5.095901 -6.004863 0.040933 0.22 -0.20 0.11 0.30
H 5.635307 -6.238447 1.727480 -0.51 -0.48 0.25 0.36
H -0.365291 -5.241631 1.137658 0.11 -0.03 0.28 -0.12
H -0.219394 -6.972687 1.500809 -0.01 0.15 0.37 0.38
H 0.818543 -6.250636 0.314672 0.31 0.12 0.16 0.21
H 4.467071 -6.382016 4.614306 0.02 0.16 -0.01 0.27
H 3.219549 -7.160207 3.562887 0.57 0.11 -0.30 0.35
H 2.674734 -6.369305 4.943210 0.46 0.19 0.43 0.29
C 1.562877 -0.047329 0.430672 -0.04 1.73 1.12 -1.40
O 0.649011 0.129837 -0.650788 -0.69 -0.45 -0.49 1.02
P -0.911804 -0.074221 -0.472529 0.55 0.16 0.57 -0.39
O -1.619297 -0.154465 -1.757081 0.01 -0.15 0.08 -0.55
O -1.060905 -1.342085 0.497199 -0.11 0.83 0.28 -0.26
C -0.396713 -2.564171 0.185196 0.00 -0.52 -1.09 -0.31
O -1.360186 1.151720 0.456921 0.43 -0.99 -0.11 0.54
C -2.745809 1.229815 0.819115 -0.67 0.61 -0.79 0.21
H 2.149364 -0.962440 0.435195 -0.36 -0.22 -0.37 -0.50
H 1.020915 0.116546 1.368989 -0.02 -0.54 -0.08 1.19
H 2.223428 0.820994 0.406003 0.29 -0.32 -0.27 0.05
H 0.328762 -2.395545 -0.617052 0.06 -0.03 0.09 -0.38
H -1.139462 -3.270112 -0.191904 -0.02 -0.01 0.11 0.43
H 0.138047 -2.998793 1.026677 -0.14 0.42 0.27 0.21
H -2.868632 1.775450 1.751509 0.35 -0.38 0.26 0.16
H -3.226924 0.256432 0.796513 0.14 -0.09 0.47 -0.19
H -3.264057 1.838035 0.073560 0.21 -0.17 -0.04 -0.08
```
Positions in Å, forces in eV/Å.

SMILES string: O=C1OC[C@@H](F)O1.O=C1OC[C@@H](F)O1.O=C1OC[C@@H](F)O1.O=C1OC[C@@H](F)O1.O=C1OC[C@@H](F)O1.O=C1OC[C@@H](F)O1.O=C1OC[C@@H](F)O1.COP(=O)(OC)OC.COP(=O)(OC)OC.COP(=O)(OC)OC.COP(=O)(OC)OC.COP(=O)(OC)OC
ΔE to the lowest compared entry with this formula, charge and spin (eV): 0.000
Net charge: 0
Highest occupied orbital energy (eV): -10.50
Lowest unoccupied orbital energy (eV): -0.260